Version 1
Computed, not measured: a single CH5PS2 molecule, with wB97M-V/def2-TZVPD.

Each line ends with the natural charge from an NBO analysis.
Positions of all 9 atoms, in Å:
C 0.19878 1.23067 0.04297  -0.96
P 0.01836 -0.26860 -1.01531  0.63
S 1.51088 -1.60803 -0.29770  -0.34
S -1.67888 -1.16129 0.23061  -0.35
H 0.00409 2.08272 -0.63694  0.24
H 1.21703 1.46214 0.49421  0.25
H -0.50273 1.20888 0.82307  0.23
H 1.07092 -2.81421 -0.72062  0.16
H -1.83846 -0.13228 1.07971  0.12

- Molecular weight: 112.2 g/mol
- SMILES string: CP(S)S
- Kohn-Sham gap: 9.30 eV
- LUMO level: 0.015 Eh


Version 2
Computed, not measured: a single CH5PS2 molecule, with wB97M-V/def2-TZVPD.

Each line ends with the natural charge from an NBO analysis.
Positions of all 9 atoms, in Å:
C -0.72372 0.71686 -0.74087  -0.95
P 0.54910 -0.61460 -0.56655  0.59
S 1.77763 0.42238 0.81409  -0.31
S -0.53238 -1.97723 0.65781  -0.31
H -1.57490 0.31095 -1.28485  0.24
H -0.28547 1.53125 -1.31403  0.24
H -1.04646 1.09075 0.23142  0.22
H 2.81183 -0.39505 0.65817  0.15
H -0.97562 -1.08531 1.54482  0.13

- Molecular weight: 112.2 g/mol
- SMILES string: CP(S)S
- Kohn-Sham gap: 9.87 eV
- LUMO level: 0.029 Eh


Which structure is the least stable? The one labeled version 1.


Version 1
Computed, not measured: a single C4H8BN molecule, with wB97M-V/def2-TZVPD.

Each line ends with the natural charge from an NBO analysis.
Positions of all 14 atoms, in Å:
C 0.87411 -1.79437 -0.48254  -1.03
B 0.98222 -0.42845 0.06575  0.63
C -0.30909 0.42374 0.01959  -0.62
C -0.26023 1.92399 0.37613  -0.59
C -1.55526 -0.09730 -0.41563  0.26
N -2.53632 -0.65994 -0.60790  -0.35
H -0.04485 -2.34139 -0.38786  0.26
H 1.57007 -2.59668 -0.16031  0.25
H 1.27118 -1.70900 -1.59400  0.28
H 1.83687 0.17601 0.57626  -0.06
H -0.83785 0.09093 1.19886  0.32
H -0.05409 2.54761 -0.41209  0.21
H -1.27890 2.27818 0.57427  0.21
H 0.34213 2.18667 1.24946  0.22

- Molecular weight: 80.9 g/mol
- SMILES string: CB[C@@H](C)C#N
- Kohn-Sham gap: 10.72 eV
- LUMO level: 0.010 Eh


Version 2
Computed, not measured: a single C4H8BN molecule, with wB97M-V/def2-TZVPD.

Each line ends with the natural charge from an NBO analysis.
Positions of all 14 atoms, in Å:
C -1.52251 0.65624 -2.23967  -0.26
C -0.63760 1.31761 -1.62515  -0.03
C 0.84613 1.37213 -0.92737  -0.21
N 0.79675 0.57598 0.17446  -0.84
B -0.10347 -0.41209 0.63033  0.63
C -0.13314 -1.45300 1.80379  -0.99
H -2.12960 -0.24543 -2.27728  0.25
H 1.60763 0.91532 -1.63993  0.21
H 1.05458 2.48695 -0.67168  0.21
H 1.72357 0.44802 0.62430  0.39
H -1.16180 -0.32047 -0.08452  -0.08
H -1.17736 -1.76137 1.97781  0.25
H 0.47406 -1.21087 2.69160  0.23
H 0.36274 -2.36903 1.56331  0.25

- Molecular weight: 80.9 g/mol
- SMILES string: C#CCNBC
- Kohn-Sham gap: 9.97 eV
- LUMO level: 0.023 Eh


Which structure is the least stable? The one labeled version 2.


Version 1
Computed, not measured: 2 unconnected molecules or ions with the total composition C5H10NO, with wB97M-V/def2-TZVPD.

Each line ends with the natural charge from an NBO analysis.
Positions of all 17 atoms, in Å:
C -1.09172 -1.63969 -2.37752  -0.13
C -0.40815 -0.74038 -1.90162  -0.31
C -0.70079 2.16961 0.22099  -0.69
C 0.35815 1.18033 -0.01137  0.08
C 0.79510 -1.37236 0.65477  0.29
N 0.28700 0.01427 0.97837  -0.62
O 0.46567 -2.34480 1.56754  -0.64
H -1.77457 -2.38922 -2.67783  0.25
H -0.42801 2.99300 -0.36537  0.26
H -1.62757 1.77613 0.03342  0.24
H -0.67483 2.47513 1.20059  0.24
H 1.24644 1.55581 -0.39126  0.21
H 0.16265 0.05854 -1.68597  0.20
H 1.73620 -1.19280 0.09880  0.18
H 1.01807 0.28404 1.66507  0.47
H -0.65491 -0.11845 1.14557  0.45
H 1.29126 -2.70917 1.84584  0.51

- Molecular weight: 100.1 g/mol
- Net charge: +1
- Kohn-Sham gap (spin up / spin down): 9.36 / 8.32 eV
- LUMO level (spin up / spin down): -0.159 / -0.176 Eh


Version 2
Computed, not measured: a gas-phase ion, C5H10NO (charge +1), with wB97M-V/def2-TZVPD.

Each line ends with the natural charge from an NBO analysis.
Positions of all 17 atoms, in Å:
C -1.28989 -2.00741 -0.66981  -0.29
C -1.23534 -1.16403 0.38218  -0.30
C -1.30256 0.32346 0.17862  -0.47
C 0.01240 1.08931 0.24224  -0.14
N 0.81950 0.58079 1.41468  -0.69
C 0.86930 0.82512 -1.00448  0.44
O 1.92079 0.26427 -0.90074  -0.48
H -1.74347 -1.62259 -1.57692  0.20
H -0.85928 -2.99448 -0.60610  0.23
H -1.45558 -1.64301 1.33966  0.23
H -2.04826 0.77814 0.83801  0.25
H -1.66783 0.41340 -0.85093  0.25
H -0.09450 2.14956 0.45152  0.26
H 1.69870 0.16186 1.05058  0.46
H 1.18207 1.21272 2.13047  0.45
H 0.32914 -0.17254 1.90231  0.45
H 0.33903 0.98096 -1.95421  0.17

- Molecular weight: 100.1 g/mol
- Net charge: +1
- SMILES string: C=CC[C@@H]([NH3+])C=O
- Kohn-Sham gap: 9.99 eV
- LUMO level: -0.134 Eh


Which structure is the least stable? The one labeled version 1.


Version 1
Computed, not measured: a single C6H8N4 molecule, with wB97M-V/def2-TZVPD.

Each line ends with the natural charge from an NBO analysis.
Positions of all 18 atoms, in Å:
N -1.46719 -1.84766 3.34362  -0.27
C -1.46643 -1.56853 2.23336  0.23
C -1.50563 -1.22331 0.86024  -0.01
N -0.44196 -1.13731 0.18922  -0.31
C -0.46570 -0.79558 -1.19393  -0.26
C 0.72894 0.09505 -1.54934  -0.41
C 0.56918 1.55540 -1.10729  -0.21
N 0.70289 1.78870 0.28706  -0.52
C 1.14980 1.18434 1.22701  0.66
N 1.73183 0.87263 2.23805  -0.73
H -2.51579 -1.03475 0.46761  0.19
H -1.41676 -0.33708 -1.50675  0.18
H -0.34586 -1.73938 -1.74145  0.22
H 1.61996 -0.32859 -1.08453  0.22
H 0.86131 0.08560 -2.63286  0.22
H 1.32445 2.16712 -1.61585  0.21
H -0.41754 1.92899 -1.40672  0.19
H 1.35450 0.33437 2.99253  0.40

- Molecular weight: 136.2 g/mol
- SMILES string: N#C/C=N/CCCN=C=N
- Kohn-Sham gap: 9.49 eV
- LUMO level: -0.005 Eh


Version 2
Computed, not measured: a single C6H8N4 molecule, with wB97M-V/def2-TZVPD.

Each line ends with the natural charge from an NBO analysis.
Positions of all 18 atoms, in Å:
C 1.84264 -1.41239 -0.08406  -0.25
C 0.69041 -2.19203 -0.15862  -0.11
C 1.45878 -0.08014 0.03480  -0.15
C 0.12163 0.00077 -0.04180  0.22
C 2.37384 1.11557 0.09303  -0.62
C -3.34645 0.31576 -0.03734  -0.42
N -1.70194 -1.38117 0.01354  -0.11
N -1.04133 0.75665 0.19780  -0.27
N -0.35637 -1.37899 -0.11422  -0.15
N -2.00704 -0.10934 0.10472  0.05
H 2.93845 -1.65946 -0.03559  0.23
H 0.42384 -3.25210 -0.30916  0.22
H 2.41065 1.17965 1.20912  0.22
H 3.29824 1.04404 -0.36108  0.22
H 1.92773 2.02914 -0.21375  0.22
H -3.44288 1.35285 0.41930  0.24
H -4.07293 -0.36951 0.35669  0.23
H -3.66366 0.45795 -1.08082  0.22

- Molecular weight: 136.2 g/mol
- Kohn-Sham gap: 8.41 eV
- LUMO level: 0.031 Eh


Which structure is the least stable? The one labeled version 2.


Version 1
Computed, not measured: a single C2H4N2S3 molecule, with wB97M-V/def2-TZVPD.

Each line ends with the natural charge from an NBO analysis.
Positions of all 11 atoms, in Å:
S 0.68962 1.08737 -2.67297  -0.04
C 0.91204 1.00716 -1.10169  -0.11
N -0.08655 0.95443 -0.17838  -0.75
S 0.05709 1.05856 1.50410  0.44
C -0.18389 -0.56737 2.19836  -0.11
N -0.42554 -1.71482 1.65251  -0.55
S -0.82224 -1.86685 -0.01519  0.18
H 1.91688 0.92295 -0.63920  0.20
H -0.99113 1.01088 -0.57113  0.41
H 0.09617 -0.56406 3.27949  0.22
H -0.59784 -3.15097 -0.02323  0.11

- Molecular weight: 152.3 g/mol
- SMILES string: S=CNS/C=N\S
- Kohn-Sham gap: 9.16 eV
- LUMO level: 0.011 Eh


Version 2
Computed, not measured: a molecular structure, C2H4N2S3, with wB97M-V/def2-TZVPD.

Each line ends with the natural charge from an NBO analysis.
Positions of all 11 atoms, in Å:
C -0.23594 -0.07280 -0.04199  0.36
C 0.04241 -1.35545 -0.97149  -0.33
H -2.27262 -0.40706 0.17908  0.40
H -1.76418 0.72999 1.27683  0.42
H 1.80312 1.73319 1.69064  0.18
H 2.03684 -0.37044 -0.64078  0.18
N -1.48823 0.32562 0.35211  -0.85
N 0.72832 0.73419 0.12773  -0.68
S 0.55079 2.37442 0.65834  0.14
S 1.82062 -1.40056 -1.41251  0.07
S -1.22114 -2.29110 -1.21795  0.10

- Molecular weight: 152.3 g/mol
- Kohn-Sham gap: 7.77 eV
- LUMO level: -0.032 Eh


Which structure is the least stable? The one labeled version 2.


Version 1
Computed, not measured: a molecular structure, C2H4N2S3, with wB97M-V/def2-TZVPD.

Each line ends with the natural charge from an NBO analysis.
Positions of all 11 atoms, in Å:
C -0.05248 -0.88524 -0.02572  0.22
C -1.07571 1.27007 -0.09539  -0.11
H 3.09390 -0.50217 1.18305  0.14
H -0.16901 -1.72911 -0.60167  0.16
H -2.96398 -0.48981 1.55237  0.13
H -2.22363 1.87643 -0.41505  0.26
N 1.10243 -0.37177 0.17219  -0.61
N -1.12293 -0.14316 0.04964  -0.62
S 2.61150 -1.00790 -0.09320  0.20
S -2.47964 -1.02037 -0.05805  0.24
S 0.44160 2.16204 -0.00780  0.00

- Molecular weight: 152.3 g/mol
- Kohn-Sham gap: 6.67 eV
- LUMO level: -0.036 Eh


Version 2
Computed, not measured: 2 unconnected molecules or ions with the total composition C2H4N2S3, with wB97M-V/def2-TZVPD.

Each line ends with the natural charge from an NBO analysis.
Positions of all 11 atoms, in Å:
C 0.27175 -0.73977 0.47252  0.00
C 0.52428 0.69065 0.57091  0.04
H -0.14159 -2.81089 0.47284  0.13
H -0.91921 -0.50607 -1.24084  0.45
H 1.33526 1.02494 1.27159  0.21
H -1.44392 3.38000 -1.05659  0.14
N -0.23783 -1.20163 -0.63284  -0.67
N -0.02641 1.47806 -0.33451  -0.58
S -0.70337 -2.85234 -0.75913  0.14
S 0.81296 -1.57438 1.75982  -0.07
S 0.52809 3.11142 -0.52376  0.21

- Molecular weight: 152.3 g/mol
- Kohn-Sham gap: 7.11 eV
- LUMO level: -0.065 Eh


Which structure is the least stable? The one labeled version 1.